one) {"formula": "C22H23ClN4O4", "method": "ωB97M-V/def2-TZVPD", "charge": 0, "orbital_gap_ev": 8.4, "lumo_energy_ha": 0.006, "e_homo_ev": -8.3, "smiles": "O=C(COc1ccc(/C=N/NC(=O)C(=O)N2CCCCC2)cc1)Nc1ccccc1Cl", "elements": ["O", "C", "C", "O", "C", "C", "C", "C", "C", "N", "N", "C", "O", "C", "O", "N", "C", "C", "C", "C", "C", "C", "C", "N", "C", "C", "C", "C", "C", "C", "Cl", "H", "H", "H", "H", "H", "H", "H", "H", "H", "H", "H", "H", "H", "H", "H", "H", "H", "H", "H", "H", "H", "H", "H"], "coordinates": [[1.91, 5.44, -2.51], [2.12, 4.93, -1.43], [1.46, 5.47, -0.15], [1.48, 4.58, 0.94], [0.73, 3.44, 0.89], [0.77, 2.64, 2.03], [0.07, 1.46, 2.08], [-0.69, 1.04, 0.98], [-1.44, -0.20, 1.01], [-1.43, -0.92, 2.06], [-2.11, -2.08, 2.16], [-2.90, -2.75, 1.28], [-3.16, -2.39, 0.14], [-3.42, -4.02, 1.98], [-3.07, -4.20, 3.14], [-4.24, -4.86, 1.34], [-4.66, -4.81, -0.04], [-4.10, -6.01, -0.80], [-4.54, -7.31, -0.14], [-4.13, -7.30, 1.33], [-4.69, -6.06, 2.02], [-0.71, 1.84, -0.16], [-0.01, 3.03, -0.21], [2.95, 3.88, -1.18], [3.64, 3.08, -2.09], [3.83, 3.44, -3.42], [4.54, 2.60, -4.27], [5.06, 1.41, -3.81], [4.87, 1.04, -2.49], [4.16, 1.87, -1.64], [3.90, 1.38, 0.02], [0.44, 5.78, -0.40], [2.02, 6.35, 0.18], [1.35, 2.98, 2.87], [0.09, 0.84, 2.96], [-1.99, -0.46, 0.10], [-2.02, -2.54, 3.07], [-4.33, -3.88, -0.50], [-5.76, -4.84, -0.06], [-4.44, -5.97, -1.84], [-3.01, -5.95, -0.80], [-5.63, -7.40, -0.21], [-4.10, -8.16, -0.64], [-3.04, -7.28, 1.41], [-4.50, -8.19, 1.84], [-5.79, -6.08, 2.00], [-4.36, -6.00, 3.06], [-1.29, 1.53, -1.02], [-0.05, 3.62, -1.12], [3.00, 3.56, -0.22], [3.42, 4.37, -3.77], [4.68, 2.89, -5.30], [5.61, 0.76, -4.47], [5.26, 0.10, -2.11]], "mulliken_charge": [-0.648, 0.544, -0.564, -0.552, 0.642, -0.753, -0.563, 0.859, -0.686, -1.093, 0.427, 0.633, -0.722, 0.934, -0.767, 0.075, -0.613, -0.545, -0.673, -0.545, -0.926, -1.108, -0.048, -0.035, 0.178, -0.407, -0.734, -0.421, -0.551, 0.637, -0.234, 0.392, 0.349, 0.426, 0.434, 0.518, 0.353, 0.313, 0.256, 0.359, 0.291, 0.296, 0.319, 0.296, 0.338, 0.344, 0.411, 0.376, 0.423, 0.129, 0.483, 0.373, 0.375, 0.408]}

=====

two) {"formula": "C22H23ClN4O4", "method": "ωB97M-V/def2-TZVPD", "charge": 0, "orbital_gap_ev": 8.2, "lumo_energy_ha": 0.001, "e_homo_ev": -8.1, "smiles": "COCCn1c(=O)[nH]c2cc(C(=O)N3CCN(c4cccc(Cl)c4)CC3)ccc2c1=O", "elements": ["C", "O", "C", "C", "N", "C", "O", "N", "C", "C", "C", "C", "O", "N", "C", "C", "N", "C", "C", "C", "C", "C", "Cl", "C", "C", "C", "C", "C", "C", "C", "O", "H", "H", "H", "H", "H", "H", "H", "H", "H", "H", "H", "H", "H", "H", "H", "H", "H", "H", "H", "H", "H", "H", "H"], "coordinates": [[6.09, 5.31, 0.66], [5.37, 5.09, -0.54], [4.28, 5.96, -0.74], [3.07, 5.68, 0.18], [2.65, 4.30, 0.04], [3.05, 3.42, 1.02], [3.63, 3.76, 2.03], [2.71, 2.10, 0.81], [2.03, 1.63, -0.28], [1.74, 0.28, -0.43], [1.04, -0.16, -1.54], [0.80, -1.62, -1.75], [1.42, -2.24, -2.60], [-0.09, -2.21, -0.92], [-1.00, -1.52, -0.05], [-2.45, -1.72, -0.55], [-2.76, -3.12, -0.65], [-3.29, -3.80, 0.44], [-2.91, -5.10, 0.78], [-3.51, -5.76, 1.84], [-4.50, -5.16, 2.60], [-4.88, -3.88, 2.26], [-6.13, -3.09, 3.16], [-4.31, -3.20, 1.20], [-1.84, -3.78, -1.55], [-0.39, -3.62, -1.08], [0.64, 0.75, -2.52], [0.92, 2.09, -2.37], [1.61, 2.55, -1.25], [1.93, 3.97, -1.10], [1.60, 4.82, -1.89], [6.37, 6.37, 0.76], [5.53, 5.00, 1.54], [6.99, 4.71, 0.57], [4.59, 7.01, -0.60], [3.98, 5.81, -1.78], [2.25, 6.33, -0.13], [3.32, 5.85, 1.22], [3.03, 1.45, 1.52], [2.06, -0.43, 0.32], [-0.76, -0.46, -0.02], [-0.92, -1.94, 0.96], [-3.13, -1.21, 0.13], [-2.55, -1.27, -1.54], [-2.14, -5.62, 0.24], [-3.20, -6.77, 2.08], [-4.96, -5.67, 3.43], [-4.67, -2.22, 0.95], [-2.11, -4.83, -1.67], [-1.94, -3.29, -2.53], [0.31, -4.03, -1.81], [-0.25, -4.12, -0.11], [0.12, 0.39, -3.40], [0.62, 2.82, -3.11]], "mulliken_charge": [-0.660, -0.349, -0.493, -1.217, 0.112, 0.460, -0.664, -0.105, 0.464, -0.274, 0.219, 0.135, -0.656, 0.022, -0.501, -1.002, 0.086, 1.118, -0.587, -0.744, -0.577, 0.109, -0.227, -0.506, -1.234, -0.633, -0.623, -1.145, 0.644, 0.601, -0.665, 0.313, 0.269, 0.230, 0.361, 0.407, 0.417, 0.535, 0.245, 0.418, 0.551, 0.152, 0.334, 0.310, 0.263, 0.374, 0.429, 0.489, 0.566, 0.392, 0.480, 0.340, 0.529, 0.487]}

=====

Last place for stability: one)

=====

one) {"formula": "C9H17N3O5", "method": "ωB97M-V/def2-TZVPD", "charge": 0, "orbital_gap_ev": 9.8, "lumo_energy_ha": 0.014, "e_homo_ev": -9.4, "smiles": "C[C@@H](O)[C@H](NC(=O)[C@@H](N)CCC(N)=O)C(=O)O", "elements": ["C", "C", "O", "C", "N", "C", "O", "C", "N", "C", "C", "C", "N", "O", "C", "O", "O", "H", "H", "H", "H", "H", "H", "H", "H", "H", "H", "H", "H", "H", "H", "H", "H", "H"], "coordinates": [[0.25, 0.76, 3.36], [-0.38, -0.56, 2.96], [-1.29, -1.01, 3.93], [-1.22, -0.36, 1.65], [-0.31, -0.35, 0.47], [0.35, -1.47, 0.08], [0.35, -2.54, 0.66], [1.15, -1.23, -1.19], [2.02, -2.39, -1.41], [0.13, -1.10, -2.39], [0.43, 0.17, -3.22], [0.21, 1.55, -2.64], [0.50, 2.65, -3.40], [-0.22, 1.80, -1.51], [-2.03, 0.94, 1.85], [-3.05, 0.85, 2.47], [-1.68, 2.03, 1.22], [0.96, 0.59, 4.22], [0.81, 1.18, 2.53], [-0.55, 1.51, 3.68], [0.37, -1.29, 2.76], [-1.24, -0.50, 4.76], [-1.96, -1.22, 1.62], [-0.53, 0.32, -0.32], [1.69, -0.31, -0.99], [2.78, -2.21, -0.76], [1.50, -3.12, -1.00], [-0.87, -1.09, -2.04], [0.33, -2.00, -2.93], [-0.11, 0.20, -4.18], [1.49, 0.05, -3.56], [0.72, 2.74, -4.36], [0.28, 3.55, -2.96], [-0.90, 1.85, 0.63]], "mulliken_charge": [-1.311, 0.029, -0.541, 0.458, -0.084, 0.068, -0.682, 0.201, -0.788, -1.382, -0.744, 0.569, -0.426, -0.685, 0.014, -0.569, -0.480, 0.420, 0.320, 0.362, 0.342, 0.359, 0.338, 0.397, 0.463, 0.322, 0.375, 0.456, 0.498, 0.479, 0.362, 0.193, 0.248, 0.417]}

=====

two) {"formula": "C9H17N3O5", "method": "ωB97M-V/def2-TZVPD", "charge": 0, "orbital_gap_ev": 9.2, "lumo_energy_ha": -0.004, "e_homo_ev": -9.3, "elements": ["C", "C", "C", "C", "C", "C", "C", "C", "C", "H", "H", "H", "H", "H", "H", "H", "H", "H", "H", "H", "H", "H", "H", "H", "H", "H", "N", "N", "N", "O", "O", "O", "O", "O"], "coordinates": [[0.29, -0.70, 0.81], [1.13, 0.49, 0.27], [-1.02, -0.08, 1.53], [-1.05, 0.15, 3.17], [-2.54, 0.62, 3.40], [0.48, 0.68, -2.23], [-0.76, 0.01, -2.44], [1.61, -0.03, -2.93], [1.78, -1.45, -2.38], [1.19, -0.73, 2.75], [2.59, -0.59, 1.47], [0.11, -1.45, 0.06], [-1.36, 0.90, 1.00], [-1.98, -0.79, 1.37], [-0.30, 0.84, 3.51], [-1.03, -1.02, 3.82], [-4.08, 1.72, 4.43], [-2.35, 1.88, 5.09], [1.17, 2.12, -0.73], [0.17, 1.64, -2.67], [2.65, 0.48, -2.99], [1.96, -0.64, -4.90], [0.79, -1.97, -2.34], [2.31, -1.35, -1.48], [2.24, -2.03, -3.22], [-0.29, -0.21, -4.14], [1.26, -1.48, 1.87], [-2.95, 1.13, 4.61], [0.88, 1.03, -0.88], [1.81, 1.10, 1.01], [-3.36, 0.45, 2.43], [-1.54, 0.07, -1.39], [1.26, -0.20, -4.23], [-1.06, -0.58, -3.64]], "mulliken_charge": [0.959, -0.446, -0.863, -0.621, 0.298, -0.012, 0.154, 0.336, -1.233, 0.381, 0.295, 0.436, 0.378, 0.369, 0.413, 0.228, 0.353, 0.297, 0.290, 0.195, 0.281, 0.369, 0.251, 0.367, 0.423, 0.416, -0.862, -0.561, 0.006, -0.669, -0.597, -0.529, -0.593, -0.510]}

=====

Last place for stability: two)

=====

one) {"formula": "C3H16NO3", "method": "ωB97M-V/def2-TZVPD", "charge": 1, "orbital_gap_ev": 12.3, "lumo_energy_ha": -0.100, "e_homo_ev": -15.0, "elements": ["C", "C", "N", "C", "H", "H", "H", "H", "H", "H", "H", "H", "H", "H", "H", "H", "O", "H", "H", "O", "H", "H", "O"], "coordinates": [[2.60, -0.08, 1.33], [1.11, 0.02, 1.07], [0.69, 0.33, -0.34], [0.46, 1.79, -0.51], [2.86, 0.31, 2.31], [2.92, -1.11, 1.37], [3.38, 0.36, 0.68], [0.69, -0.94, 1.33], [0.60, 0.72, 1.75], [-0.26, -0.04, -0.43], [1.33, -0.10, -1.00], [-0.29, 1.95, -1.25], [1.38, 2.20, -0.92], [0.16, 2.40, 0.35], [-2.63, -0.53, -0.87], [-2.58, 0.53, 0.13], [-2.13, 0.27, -0.68], [1.62, -1.58, -2.60], [0.35, -2.44, -2.38], [0.79, -1.63, -2.10], [-4.31, -0.36, 1.60], [-4.66, -1.38, 0.43], [-4.07, -0.68, 0.72]], "mulliken_charge": [-1.225, -0.393, 0.027, -1.044, 0.333, 0.358, 0.357, 0.374, 0.388, 0.368, 0.382, 0.391, 0.374, 0.359, 0.272, 0.359, -0.637, 0.294, 0.294, -0.604, 0.287, 0.292, -0.607]}

=====

two) {"formula": "C3H16NO3", "method": "ωB97M-V/def2-TZVPD", "charge": 1, "orbital_gap_ev": 11.7, "lumo_energy_ha": -0.106, "e_homo_ev": -14.6, "elements": ["C", "C", "C", "N", "H", "H", "H", "H", "H", "H", "H", "H", "H", "H", "H", "H", "O", "H", "H", "O", "H", "H", "O"], "coordinates": [[-1.43, -1.50, -1.21], [-0.85, -0.45, -0.19], [-1.34, -0.27, 1.27], [0.63, -0.66, -0.13], [-2.04, -2.33, -0.85], [-2.23, -0.94, -1.80], [-0.63, -1.87, -1.83], [-0.98, 0.45, -0.81], [-2.37, -0.61, 1.22], [-1.29, 0.68, 1.80], [-0.74, -0.87, 1.99], [1.20, -1.11, 0.59], [0.84, -1.00, -1.08], [1.22, 0.22, -0.15], [-2.48, 3.06, 1.31], [-2.29, 2.71, -0.15], [-2.52, 2.32, 0.70], [3.83, 0.44, 1.88], [2.83, -0.30, 2.61], [2.92, 0.14, 1.74], [2.01, 1.12, -2.55], [3.30, 0.35, -2.35], [2.40, 0.42, -2.01]], "mulliken_charge": [-1.311, 0.767, -1.246, -0.344, 0.324, 0.304, 0.396, 0.100, 0.386, 0.277, 0.380, 0.277, 0.303, 0.372, 0.317, 0.306, -0.613, 0.308, 0.319, -0.622, 0.315, 0.301, -0.617]}

=====

Last place for stability: two)